1.
Density functional theory data (ωB97M-V/def2-TZVPD) for the ion CH3N4O with charge -1 in a non-equilibrium geometry.

Output
* charge: -1
* energy relative to the best compared isomer or geometry (same formula, charge and spin): 2.736 eV
* spin multiplicity: 1
* HOMO level: -2.9774 eV
* lowest unoccupied orbital energy: 0.1792 Ha
* SMILES string: N#CN([O-])NN
* HOMO-LUMO gap: 0.28860 Eh

Each line ends with the natural charge from an NBO analysis.
Atoms and positions in Å:
N 2.6608 -0.9007 -0.2413  -0.493
C 1.6764 -0.3768 0.0294  0.402
N 0.6180 0.5469 0.4614  -0.078
O 0.2875 1.4834 -0.4854  -0.786
N -0.5365 -0.1873 0.8420  -0.356
N -1.3677 -0.4805 -0.3196  -0.718
H -1.2288 0.3455 1.4791  0.340
H -0.8273 -0.8791 -1.0333  0.327
H -1.2824 0.4486 -0.7322  0.363

Cartesian forces, eV/Å:
N 0.80 -0.64 -0.24
C -2.96 2.29 0.93
N 0.81 -0.30 -0.17
O 0.61 0.12 -0.15
N -1.14 -1.77 0.92
N -1.03 1.80 1.24
H 2.21 -0.46 -1.52
H 1.53 -1.89 -0.62
H -0.83 0.85 -0.39

=====

2.
Density functional theory data (ωB97M-V/def2-TZVPD) for a cluster of 2 separate species, C2H2N2O2S in total in a non-equilibrium geometry.

Output
* energy relative to the best compared isomer or geometry (same formula, charge and spin): 7.937 eV
* spin multiplicity: 1
* HOMO level: -9.1747 eV
* lowest unoccupied orbital energy: -0.0860 Ha
* HOMO-LUMO gap: 0.25119 Eh

Each line ends with the natural charge from an NBO analysis.
Atoms and positions in Å:
C -0.4262 -0.7742 -0.7519  -0.562
C 0.5451 0.1296 -0.5088  0.212
N -0.1858 1.1689 0.0551  -0.752
N 3.0246 0.0939 -0.1815  0.533
O 3.5845 1.1702 -0.2353  -0.304
O 3.3854 -0.9859 0.1650  -0.280
S -1.6404 0.2896 -0.1022  0.508
H -0.4302 -1.6230 -1.4486  0.251
H 0.2250 1.3256 0.9511  0.395

Cartesian forces, eV/Å:
C 1.67 -1.52 -1.77
C 0.29 -0.52 0.33
N 1.99 1.21 -0.28
N -1.34 1.10 0.09
O -1.04 -1.99 -0.02
O -0.15 0.88 -0.44
S -0.52 -0.23 0.23
H -0.38 0.40 0.70
H -0.53 0.68 1.17

=====

3.
Density functional theory data (ωB97M-V/def2-TZVPD) for the ion C5H10N3 with charge +1 in a non-equilibrium geometry.

Output
* charge: +1
* energy relative to the best compared isomer or geometry (same formula, charge and spin): 1.443 eV
* spin multiplicity: 1
* HOMO level: -14.4384 eV
* lowest unoccupied orbital energy: -0.1442 Ha
* SMILES string: CC1=[NH+][C@@H](C)N=CN1
* HOMO-LUMO gap: 0.38640 Eh

Each line ends with the natural charge from an NBO analysis.
Atoms and positions in Å:
C 0.7407 1.0707 1.9969  -0.676
C 0.0589 0.1861 0.9978  0.579
N -0.3139 0.7571 -0.1104  -0.510
C -0.7472 0.0333 -1.3046  0.095
C 0.2674 0.0531 -2.4143  -0.660
N -0.9061 -1.4241 -0.7877  -0.398
C -0.7640 -1.8582 0.3810  0.270
N -0.2737 -0.9983 1.4217  -0.577
H 1.1032 1.9514 1.5258  0.243
H 1.5488 0.5284 2.4912  0.258
H 0.0771 1.3886 2.8292  0.274
H -0.0033 1.7486 -0.3039  0.438
H -1.6937 0.4388 -1.7146  0.237
H 0.3291 1.0063 -3.1138  0.251
H 1.2647 0.1239 -1.9319  0.217
H 0.1784 -0.8437 -3.0870  0.278
H -0.8503 -2.9253 0.7219  0.228
H -0.0162 -1.2370 2.4027  0.454

Cartesian forces, eV/Å:
C -0.34 -0.41 1.02
C 0.17 3.02 2.34
N 0.70 1.65 -1.77
C -0.86 -2.37 0.98
C 1.89 1.30 -1.56
N -0.86 0.53 -1.31
C 0.50 -0.31 0.22
N 0.02 -1.00 -0.06
H 0.50 0.70 -0.28
H 0.16 0.08 -0.24
H 0.02 -0.29 -0.67
H -0.32 -1.58 0.71
H 0.13 -0.59 0.84
H -0.93 -1.76 1.52
H -0.28 -0.73 -0.42
H 0.10 0.88 0.86
H -0.20 1.05 -0.80
H -0.39 -0.17 -1.39

=====

Question: What is the formula in the third record?
Answer: C5H10N3

=====

Question: Which value of HOMO-LUMO gap does entry 2 give?
Answer: 0.25119 Eh

=====

Question: The highest lowest unoccupied orbital energy belongs to which entry?
Answer: CH3N4O